No. 1
DFT (wB97M-V/def2-TZVPD) results for a gas-phase ion, C4H7OS (charge +1) in a non-equilibrium geometry.

Each line ends with the Löwdin charge.
Element x y z (Å)
C: -0.6829 1.1663 0.0036  -0.0781
C: -0.1096 1.2800 -1.1561  0.3081
C: -0.4794 0.0556 1.0565  -0.1122
C: 0.6782 -0.6825 0.4098  -0.2980
O: 0.7604 -0.6875 -1.0198  -0.5785
S: -0.3204 -1.6932 -1.7539  0.9258
H: -1.4752 1.8474 0.2184  0.1445
H: 0.1111 1.8402 -2.0517  0.1263
H: -0.2052 0.3842 2.0834  0.1483
H: -1.4520 -0.6090 1.1112  0.1698
H: 1.5056 -0.2539 0.9171  0.1221
H: 0.7187 -1.7958 0.8385  0.1830
H: 0.3615 -1.5875 -2.9230  -0.0612

- E_LUMO (Eh) = -0.2260
- largest force on an atom (eV Å⁻¹) = 4.799
- total charge = +1
- Kohn-Sham gap (eV) = 7.74
- energy relative to the best compared isomer or geometry (same formula, charge and spin) (kcal per mole) = 42.33
- E_tot (a.u.) = -629.59280
- 2S+1 = 1



No. 2
DFT (wB97M-V/def2-TZVPD) results for a molecular structure, C4H7OY in a non-equilibrium geometry.

Each line ends with the Löwdin charge.
Element x y z (Å)
H: 2.1723 -0.2304 0.3668  0.0643
C: -0.3964 0.4835 -1.1818  -0.1342
C: 1.2041 -0.1671 -0.1486  -0.1730
C: 0.0507 0.4097 0.5639  -0.5091
O: -0.1068 0.4424 1.8507  -0.3244
Y: 0.4051 -0.5363 3.8120  1.4180
H: -0.7474 1.5210 -1.1333  0.1179
H: 0.0452 0.2527 -2.1612  0.1087
H: 1.0963 -1.2511 -0.3073  0.0859
H: 1.3326 1.1571 0.2885  0.1988
C: -1.3408 -0.5273 -0.5571  -0.0159
H: -2.3050 -0.0978 -0.2496  0.0786
H: -1.4099 -1.4565 -1.1429  0.0847

- E_LUMO (alpha / beta) (Eh) = -0.2219 / -0.2096
- largest force on an atom (eV Å⁻¹) = 4.251
- total charge = +1
- Kohn-Sham gap (alpha / beta) (eV) = 3.67 / 4.03
- energy relative to the best compared isomer or geometry (same formula, charge and spin) (kcal per mole) = 135.56
- E_tot (a.u.) = -269.42668
- 2S+1 = 2



No. 3
DFT (wB97M-V/def2-TZVPD) results for C4H7P in the gas phase in a non-equilibrium geometry.

Each line ends with the Löwdin charge.
Element x y z (Å)
C: 0.8882 -0.6827 -1.9920  -0.1047
C: -0.2202 -0.2080 -1.4621  -0.4446
P: -0.7618 -0.9206 0.1343  0.8686
C: -0.6256 0.1688 1.6856  -0.3784
C: 0.4092 1.0021 1.8148  -0.0957
H: 1.2116 -0.3408 -2.9700  0.0558
H: 1.3129 -1.5730 -1.6058  0.0288
H: -0.7495 0.6155 -2.0559  0.0858
H: -2.0827 -0.6568 0.0817  -0.1096
H: -1.1483 -0.0912 2.5669  0.0350
H: 1.1649 1.2760 1.0733  0.0541
H: 0.6013 1.4107 2.7294  0.0049

- E_LUMO (Eh) = 0.0401
- largest force on an atom (eV Å⁻¹) = 3.736
- Kohn-Sham gap (eV) = 9.68
- energy relative to the best compared isomer or geometry (same formula, charge and spin) (kcal per mole) = 38.41
- SMILES = C=CPC=C
- E_tot (a.u.) = -497.86542
- 2S+1 = 1



No. 4
DFT (wB97M-V/def2-TZVPD) results for 2 unconnected molecules or ions with the total composition C4H7P in a non-equilibrium geometry.

Each line ends with the Löwdin charge.
Element x y z (Å)
C: 0.6413 -0.9709 0.2962  -0.0188
C: 0.0454 0.1132 0.6481  -0.3572
C: -0.3314 -0.3190 -0.6427  -0.6512
C: -0.2609 1.0586 1.7771  -0.0486
P: 0.0875 0.2898 -2.2911  0.7209
H: 1.3671 -1.8399 0.1373  0.1404
H: -1.5258 -1.3747 -0.8115  0.1568
H: -0.6980 1.9149 1.2276  0.0762
H: 0.6238 1.3317 2.3643  0.0678
H: -0.9980 0.7269 2.6402  0.1188
H: -0.4822 -0.8908 -2.9226  -0.1063
H: 1.5313 -0.0398 -2.4227  -0.0988

- E_LUMO (Eh) = 0.0292
- largest force on an atom (eV Å⁻¹) = 5.245
- Kohn-Sham gap (eV) = 9.08
- energy relative to the best compared isomer or geometry (same formula, charge and spin) (kcal per mole) = 108.27
- E_tot (a.u.) = -497.75410
- 2S+1 = 1



No. 5
DFT (wB97M-V/def2-TZVPD) results for a molecular structure, C4H7PS in a non-equilibrium geometry.

Each line ends with the Löwdin charge.
Element x y z (Å)
C: -2.4982 -0.0383 0.0548  -1.0235
C: 0.8129 -0.8942 0.7763  -0.1689
C: 1.3438 0.2100 -0.2420  -0.3156
C: 0.1441 0.9509 -0.7694  -0.4470
P: -1.1648 1.0284 0.5647  0.8555
S: -3.9505 -0.5576 -0.1618  0.6732
H: 1.5554 -1.5829 0.9214  0.0208
H: -0.3261 -1.4911 0.3837  0.1308
H: 1.9301 0.7814 0.4935  0.0976
H: 2.1362 -0.1700 -0.9157  0.1059
H: 0.4095 1.9352 -0.9107  0.0199
H: -0.4335 0.3902 -1.6222  0.1134
H: 0.0410 -0.5618 1.4275  -0.0619

- E_LUMO (Eh) = -0.0285
- largest force on an atom (eV Å⁻¹) = 6.144
- Kohn-Sham gap (eV) = 7.04
- energy relative to the best compared isomer or geometry (same formula, charge and spin) (kcal per mole) = 77.42
- E_tot (a.u.) = -895.98691
- 2S+1 = 1



No. 6
DFT (wB97M-V/def2-TZVPD) results for 2 unconnected molecules or ions with the total composition C4H8 in a non-equilibrium geometry.

Each line ends with the Löwdin charge.
Element x y z (Å)
C: -1.1467 1.3146 -1.7856  -0.0775
C: -1.0232 1.7357 -0.4830  -0.1001
H: -0.7385 1.9102 -2.6430  0.0566
H: -1.6534 0.3694 -1.9465  0.0370
H: -0.5011 2.6483 -0.1271  0.0530
H: -1.4023 1.0390 0.2902  0.0426
C: 0.9224 -2.1018 1.4276  -0.0757
C: 1.2483 -0.9346 0.8202  -0.0668
H: -0.1187 -2.4979 1.4277  0.0535
H: 1.6568 -2.6383 2.0069  0.0312
H: 0.4851 -0.3290 0.3301  0.0069
H: 2.2679 -0.5855 0.7856  0.0395

- E_LUMO (Eh) = 0.0454
- largest force on an atom (eV Å⁻¹) = 2.684
- Kohn-Sham gap (eV) = 11.20
- energy relative to the best compared isomer or geometry (same formula, charge and spin) (kcal per mole) = 37.15
- SMILES = C=C.C=C
- E_tot (a.u.) = -157.12475
- 2S+1 = 1



No. 7
DFT (wB97M-V/def2-TZVPD) results for 2 unconnected molecules or ions with the total composition C4H8.

Each line ends with the Löwdin charge.
Element x y z (Å)
C: 0.3767 2.7615 -4.5289  -0.0977
C: -0.0047 1.6381 -3.9517  -0.0970
H: -0.1598 3.1789 -5.3887  0.0478
H: 1.2555 3.3053 -4.1638  0.0496
H: -0.8175 0.9861 -4.2915  0.0505
H: 0.5198 1.3604 -3.0304  0.0468
C: 0.8721 -6.0020 2.2564  -0.0971
C: 0.0126 -5.2631 1.5796  -0.0970
H: 1.9515 -5.9570 2.0718  0.0485
H: 0.5216 -6.6397 3.0759  0.0486
H: 0.3078 -4.6005 0.7580  0.0491
H: -1.0540 -5.3284 1.8233  0.0479

- E_LUMO (Eh) = 0.0507
- largest force on an atom (eV Å⁻¹) = 0.824
- Kohn-Sham gap (eV) = 11.60
- energy relative to the best compared isomer or geometry (same formula, charge and spin) (kcal per mole) = 33.75
- SMILES = C=C.C=C
- E_tot (a.u.) = -157.13017
- 2S+1 = 1



No. 8
DFT (wB97M-V/def2-TZVPD) results for C4H8 in the gas phase in a non-equilibrium geometry.

Each line ends with the Löwdin charge.
Element x y z (Å)
C: 1.5704 -0.6720 0.9585  -0.0233
C: 0.4073 -0.0388 0.9406  -0.2353
C: -0.7388 -0.4209 0.0296  -0.2754
C: -0.8194 0.6595 -1.0788  -0.1496
H: 1.7401 -1.6107 0.3676  0.0722
H: 2.4622 -0.3039 1.4661  0.0473
H: 0.3143 1.0196 1.3177  0.1139
H: -1.7074 -0.2811 0.6593  0.1284
H: -0.6431 -1.3738 -0.4852  0.0964
H: -0.1040 0.5622 -1.8734  0.0468
H: -0.6232 1.7262 -0.6878  0.0849
H: -1.8584 0.7338 -1.6141  0.0938

- E_LUMO (Eh) = 0.0472
- largest force on an atom (eV Å⁻¹) = 2.881
- Kohn-Sham gap (eV) = 10.94
- energy relative to the best compared isomer or geometry (same formula, charge and spin) (kcal per mole) = 15.88
- SMILES = C=CCC
- E_tot (a.u.) = -157.15864
- 2S+1 = 1



No. 9
DFT (wB97M-V/def2-TZVPD) results for 2 unconnected molecules or ions with the total composition C4H8 in a non-equilibrium geometry.

Each line ends with the Löwdin charge.
Element x y z (Å)
C: 0.1004 1.1465 1.2306  -0.1130
C: 1.0196 1.2477 2.1209  -0.0797
H: -0.1081 2.0293 0.5759  0.0722
H: -0.6126 0.3437 1.2624  0.0482
H: 1.8270 1.9739 2.3521  0.0791
H: 0.8752 0.5026 2.7596  -0.0052
C: -0.0346 -0.8788 -1.3862  -0.1015
C: -1.0286 -1.5178 -2.0175  -0.0860
H: 0.2533 -1.2539 -0.3970  0.0417
H: 0.4906 -0.0125 -1.7659  0.0462
H: -1.5800 -2.3854 -1.5372  0.0652
H: -1.4863 -1.1840 -2.9368  0.0328

- E_LUMO (Eh) = 0.0456
- largest force on an atom (eV Å⁻¹) = 4.623
- Kohn-Sham gap (eV) = 11.31
- energy relative to the best compared isomer or geometry (same formula, charge and spin) (kcal per mole) = 48.16
- SMILES = C=C.C=C
- E_tot (a.u.) = -157.10721
- 2S+1 = 1